Here is a structure of composition C21H21N6O2RhS2 at a distorted geometry from OMol25. Energies are from ωB97M-V/def2-TZVPD.

The HOMO-LUMO gap (spin up / spin down) comes out at 0.221 / 0.233 Ha. The value obtained for the energy is -2198.5810 Eh. As for the spin multiplicity: 2. Its LUMO energy (spin up / spin down) is -4.13 / -4.17 eV. The expectation value of S² is 0.757. As for the net charge: +1. The energy relative to the best compared isomer or geometry (same formula, charge and spin) is 0.0 kJ/mol.

```
53
Properties=species:S:1:pos:R:3:lowdin_charge:R:1
Rh -0.1942 0.4060 -1.3251 0.734
C 2.7159 2.8940 -3.3465 -0.038
C 2.1792 1.8389 -2.4191 -0.249
N 0.9598 1.9332 -1.9658 -0.125
N 0.4035 3.1456 -2.1685 -0.010
C -0.8798 3.2539 -1.8198 -0.837
N -1.3840 4.4875 -1.8717 0.097
S -1.9196 1.9654 -1.3451 0.635
C 3.1073 0.8106 -1.9426 -0.105
C 4.4678 1.1361 -1.9427 0.012
C 5.4143 0.3026 -1.4038 -0.003
C 5.0171 -0.9199 -0.8698 -0.014
C 3.6991 -1.2469 -0.9268 -0.063
N 2.7594 -0.4131 -1.4493 -0.055
H 1.9224 3.1877 -4.0275 0.084
H 3.5563 2.5125 -3.9229 0.082
H 3.0240 3.8003 -2.8201 0.098
H -0.8048 5.2524 -2.1735 0.113
H -2.3685 4.6288 -1.7341 0.095
H 4.7592 2.0958 -2.3353 0.115
H 6.4543 0.6028 -1.3826 0.128
H 5.7166 -1.6062 -0.4151 0.125
H 3.3059 -2.1859 -0.5676 0.069
O -1.7831 -0.4103 5.4793 -0.046
C -0.4639 -0.0026 5.1781 -0.200
C -0.3210 0.0997 3.6847 -0.162
C 0.7046 0.8423 3.1187 0.005
C 0.7836 0.9205 1.7416 -0.094
N -0.0762 0.3043 0.9368 0.028
C -1.0463 -0.4386 1.4665 -0.182
C -1.2020 -0.5527 2.8379 0.068
C -1.9256 -1.1508 0.4990 -0.188
C -3.0012 -1.9248 0.8883 0.066
C -3.7818 -2.5643 -0.0631 -0.164
C -4.9469 -3.4234 0.3669 -0.202
O -4.5070 -4.5963 1.0315 -0.034
C -3.4317 -2.4199 -1.3945 0.018
C -2.3431 -1.6318 -1.7191 -0.112
N -1.6142 -1.0055 -0.7944 -0.097
H -1.9138 -0.3895 6.4322 0.102
H 0.2672 -0.7317 5.5462 0.137
H -0.2205 0.9641 5.6267 0.131
H 1.4265 1.3604 3.7381 0.125
H 1.5502 1.5144 1.2572 0.116
H -2.0056 -1.1345 3.2627 0.117
H -3.2416 -2.0391 1.9364 0.128
H -5.5790 -3.6530 -0.4938 0.124
H -5.5519 -2.8819 1.0926 0.131
H -4.1312 -5.2063 0.3878 0.098
H -4.0000 -2.9061 -2.1774 0.126
H -2.0312 -1.4930 -2.7439 0.119
S 1.0940 -2.4651 -1.4344 0.714
C 1.3816 -0.8664 -1.5134 -0.755
```

***

Here is a structure of composition C21H21N8O2PbTe from OMol25. Energies are from ωB97M-V/def2-TZVPD.

The HOMO-LUMO gap comes out at 0.277 Ha. The value obtained for the energy is -1862.1547 Eh. Its LUMO energy is -3.21 eV. As for the net charge: +1. The energy relative to the best compared isomer or geometry (same formula, charge and spin) is 0.0 kJ/mol.

```
54
Properties=species:S:1:pos:R:3:lowdin_charge:R:1
Pb -0.0979 -1.0812 0.1300 1.279
N -1.4204 1.2134 2.5855 0.186
C -0.1508 1.0346 2.9296 -0.430
N 0.3238 1.8072 3.9066 0.185
C 1.5862 1.5951 4.2415 -0.426
N 2.1339 2.3647 5.1837 0.191
N 2.3816 0.6320 3.7102 0.177
C 1.8327 -0.0675 2.7531 -0.285
N 0.5848 0.0852 2.2648 0.061
C 2.7062 -1.1498 2.1852 -0.212
C 3.9966 -1.3319 2.6594 0.012
C 4.7563 -2.3577 2.1228 -0.025
C 4.2126 -3.1583 1.1314 -0.032
C 2.9208 -2.8953 0.7114 -0.131
N 2.1826 -1.9178 1.2333 -0.029
H -1.9408 1.8850 3.1253 0.129
H -1.9012 0.5802 1.9472 0.035
H 1.5865 3.0905 5.6125 0.119
H 3.0883 2.2146 5.4564 0.116
H 4.3771 -0.6800 3.4296 0.114
H 5.7648 -2.5286 2.4737 0.121
H 4.7739 -3.9674 0.6871 0.116
H 2.4602 -3.4852 -0.0725 0.112
N -1.0085 -3.0669 1.6463 -0.043
N -2.3930 -2.8744 1.7472 -0.005
C -2.9646 -1.6371 1.4595 -0.708
O -4.1107 -1.4268 1.7699 0.087
O -2.1775 -0.7807 0.8541 -0.384
H -0.8119 -3.9627 1.2086 0.101
H -0.5575 -3.0503 2.5601 0.103
H -2.9331 -3.4811 2.3456 0.151
Te -1.3227 1.7248 -0.9338 1.395
C -0.1053 2.4698 -2.4625 -0.551
C 1.0911 1.8424 -2.7964 -0.157
C 1.8649 2.3386 -3.8365 -0.076
C 1.4460 3.4613 -4.5359 -0.069
C 0.2591 4.0927 -4.1942 -0.068
C -0.5200 3.6027 -3.1548 -0.133
C -2.4614 0.4239 -2.1255 -0.550
C -1.8520 -0.3305 -3.1231 -0.153
C -2.6121 -1.2271 -3.8633 -0.077
C -3.9642 -1.3805 -3.5926 -0.073
C -4.5626 -0.6348 -2.5874 -0.063
C -3.8144 0.2731 -1.8506 -0.137
H 1.4289 0.9703 -2.2500 0.078
H 2.7933 1.8494 -4.0986 0.108
H 2.0477 3.8468 -5.3470 0.110
H -0.0653 4.9699 -4.7374 0.111
H -1.4453 4.0973 -2.8938 0.096
H -0.8022 -0.1977 -3.3576 0.089
H -2.1479 -1.8030 -4.6529 0.108
H -4.5545 -2.0808 -4.1676 0.109
H -5.6157 -0.7563 -2.3745 0.113
H -4.2860 0.8457 -1.0631 0.104
```

***

Here is an isolated molecule of C21H21NO3 at a distorted geometry from OMol25. Energies are from ωB97M-V/def2-TZVPD.

As for the structure (SMILES): CC(=O)[C@]1(C2c3ccccc3N(C)c3ccccc32)CCCOC1=O. The HOMO-LUMO gap comes out at 0.280 Ha. The value obtained for the energy is -1093.2269 Eh. Its LUMO energy is 0.32 eV. As for the net charge: 0. The energy relative to the best compared isomer or geometry (same formula, charge and spin) is 291.4 kJ/mol.

```
46
Properties=species:S:1:pos:R:3:lowdin_charge:R:1
C -0.8591 -1.4986 2.6170 0.013
C -1.7255 -0.8453 1.5748 -0.361
O -2.1103 -1.5265 0.6061 0.047
C -2.0948 0.6440 1.7178 -0.156
C -3.1913 0.5869 2.9950 -0.108
C -3.1732 1.5338 4.1296 -0.078
C -3.1200 2.9539 3.9515 -0.025
C -2.9746 3.8041 5.0235 -0.094
C -3.0502 3.3516 6.3559 -0.058
C -3.3092 1.9867 6.5403 -0.035
C -3.3963 1.0901 5.4931 -0.134
N -3.5785 -0.2673 5.7488 -0.061
C -3.5727 -0.7373 7.1341 -0.047
C -4.0056 -1.0897 4.7311 -0.147
C -4.5016 -2.3657 5.0475 -0.030
C -4.9552 -3.2150 4.0462 -0.080
C -4.9896 -2.7485 2.7304 -0.088
C -4.5266 -1.4822 2.4080 -0.026
C -3.8461 -0.6828 3.3543 -0.119
C -2.3344 1.2028 0.1865 -0.081
C -1.2686 2.1046 -0.4346 -0.181
C -1.0067 3.1988 0.5315 -0.150
O -0.5072 2.6103 1.7931 0.018
C -0.9802 1.4513 2.3457 -0.384
O -0.3434 1.0427 3.3563 0.061
H 0.0651 -0.9522 2.8588 0.087
H -1.4333 -1.5271 3.5577 0.097
H -0.6221 -2.5114 2.2599 0.097
H -3.7294 1.0769 2.1086 0.155
H -3.1502 3.3416 2.9322 0.113
H -2.7658 4.8515 4.8261 0.101
H -2.9160 4.0390 7.1749 0.099
H -3.4216 1.6503 7.5791 0.101
H -3.3107 -1.8134 7.2190 0.090
H -2.8004 -0.1845 7.6823 0.086
H -4.5567 -0.6065 7.6355 0.111
H -4.5391 -2.7156 6.0726 0.090
H -5.2985 -4.2287 4.2813 0.108
H -5.3439 -3.3854 1.9319 0.101
H -4.5848 -1.0997 1.3897 0.121
H -2.4329 0.3008 -0.4661 0.114
H -3.3186 1.7672 0.1716 0.132
H -0.3642 1.5956 -0.7605 0.128
H -1.6972 2.5681 -1.3184 0.121
H -0.2220 3.8966 0.2042 0.131
H -1.9216 3.7871 0.6810 0.122
```

***

Here is an isolated molecule of C21H21NO6 from OMol25. Energies are from ωB97M-V/def2-TZVPD.

As for the structure (SMILES): CCOc1ccc(CCN2C(=O)c3ccc(C(=O)O)cc3C2=O)cc1OCC. The HOMO-LUMO gap comes out at 0.265 Ha. The value obtained for the energy is -1319.0910 Eh. Its LUMO energy is -0.82 eV. As for the net charge: 0. The energy relative to the best compared isomer or geometry (same formula, charge and spin) is 40.4 kJ/mol.

```
49
Properties=species:S:1:pos:R:3:lowdin_charge:R:1
C -1.7010 -4.3142 -1.2637 -0.059
C -1.1767 -3.2679 -0.2913 -0.245
O 0.2378 -3.3630 -0.2943 -0.031
C 1.0114 -2.3537 0.1913 -0.191
C 2.3304 -2.3630 -0.2519 0.014
C 3.2268 -1.3766 0.1064 -0.043
C 2.8215 -0.3459 0.9379 -0.238
C 3.6809 0.8681 1.1605 -0.102
C 3.5572 1.7979 -0.0692 -0.094
N 2.1880 1.8169 -0.5356 0.034
C 1.7532 0.9702 -1.5497 -0.357
O 2.4678 0.4022 -2.3322 0.143
C 0.2719 0.9597 -1.4505 -0.056
C -0.6666 0.2145 -2.1343 0.033
C -1.9952 0.3495 -1.7530 0.015
C -2.3681 1.2251 -0.7343 -0.110
C -3.8051 1.2940 -0.3664 -0.499
O -4.6657 0.6075 -0.8559 0.114
O -4.0636 2.1996 0.5848 0.112
C -1.4149 1.9929 -0.0570 0.065
C -0.0971 1.8312 -0.4222 -0.062
C 1.1459 2.3771 0.1859 -0.374
O 1.2666 3.1293 1.1186 0.136
C 1.5271 -0.3678 1.4455 0.021
C 0.6115 -1.3497 1.0936 -0.172
O -0.6760 -1.3805 1.5661 -0.069
C -1.0926 -0.4196 2.5138 -0.244
C -2.5623 -0.6813 2.8047 -0.044
H -2.7864 -4.2822 -1.2884 0.076
H -1.3789 -5.3038 -0.9518 0.076
H -1.3141 -4.1246 -2.2613 0.075
H -1.5684 -3.4540 0.7150 0.122
H -1.4896 -2.2653 -0.6061 0.109
H 2.6226 -3.1590 -0.9176 0.124
H 4.2305 -1.3948 -0.2884 0.120
H 4.7285 0.5961 1.2888 0.118
H 3.3444 1.4059 2.0476 0.114
H 3.8645 2.8142 0.1841 0.129
H 4.1589 1.4198 -0.8978 0.127
H -0.3681 -0.4630 -2.9187 0.130
H -2.7713 -0.2273 -2.2345 0.126
H -5.0122 2.2070 0.7878 0.139
H -1.7051 2.6709 0.7303 0.135
H 1.2305 0.4158 2.1258 0.116
H -0.9666 0.5951 2.1129 0.105
H -0.4972 -0.5124 3.4327 0.133
H -2.9346 0.0544 3.5115 0.080
H -3.1375 -0.6190 1.8841 0.070
H -2.6893 -1.6759 3.2232 0.080
```